C3H14N2O2 | ωB97M-V/def2-TZVPD

As for the total charge: 0. The LUMO energy comes out at 0.711 eV. The value obtained for the largest force on an atom is 0.0203 hartree/bohr. As for the spin multiplicity: 1.

Bonds (Å) are listed after each position.
CARTESIAN COORDINATES (ANGSTROEM)
1 N -0.313 -1.132 -0.576  C2 1.473, H6 1.011, H7 1.011
2 C 0.254 0.228 -0.587  N1 1.473, C3 1.533, C4 1.522, H8 1.092
3 C 0.994 0.424 -1.914  C2 1.533, H9 1.090, H10 1.093, H11 1.093
4 C -0.775 1.326 -0.356  C2 1.522, N5 1.483, H12 1.093, H13 1.074
5 N -0.948 1.595 1.092  C4 1.483, H14 1.016, H15 1.026
6 H -0.811 -1.268 -1.445  N1 1.011
7 H -0.882 -1.294 0.244  N1 1.011
8 H 1.020 0.293 0.188  C2 1.092
9 H 1.979 0.870 -1.772  C3 1.090
10 H 1.163 -0.534 -2.414  C3 1.093
11 H 0.439 1.064 -2.604  C3 1.093
12 H -1.741 1.067 -0.798  C4 1.093
13 H -0.462 2.246 -0.815  C4 1.074
14 H -1.594 0.931 1.509  N5 1.016
15 H -1.505 2.453 1.174  N5 1.026
16 H 0.753 -4.610 0.109  O18 0.962
17 H 0.518 -4.139 -1.340  O18 0.964
18 O 0.540 -4.921 -0.777  H16 0.962, H17 0.964
19 H 0.297 1.239 3.179  O21 0.968
20 H 0.804 2.474 3.869  O21 0.963
21 O 0.271 1.690 4.035  H19 0.968, H20 0.963